Entry 1:
ORCA calculation (ωB97M-V with the def2-TZVPD basis set) on a molecular structure, C38H54CoGeN3PS.

Last column: Löwdin charge in e.
Cartesian coordinates (Å):
Ge -3.335 1.752 -0.833  0.8515
Co -0.037 0.294 -0.035  0.0064
S 0.687 -1.940 -0.743  0.7297
P 1.944 1.358 -0.326  1.0099
N -0.352 -0.921 1.914  0.0063
N 0.165 -4.168 0.576  0.0858
N -0.168 -2.290 1.772  -0.0659
C 3.456 0.384 0.165  -0.4116
C -7.343 0.713 0.328  -0.0967
C 2.292 3.062 0.276  -0.4322
C 0.200 -2.819 0.589  -0.8435
C 2.290 1.467 -4.947  -0.1974
C 0.814 1.825 -2.889  -0.2194
C -3.076 3.643 -0.386  -0.2684
C -4.822 0.868 1.476  -0.1233
C -3.734 1.408 -5.574  -0.0986
C 0.863 1.374 -4.362  -0.1776
C 3.315 2.205 -2.754  -0.1912
C 2.120 1.417 -2.174  -0.4173
C 4.838 1.097 0.064  -0.1892
C -4.975 1.225 0.129  -0.2584
C 5.409 1.446 1.440  -0.1925
C 2.644 4.507 2.313  -0.1837
C 3.275 -0.277 1.546  -0.2300
C -2.929 6.329 0.425  -0.1023
C -3.476 4.675 -1.242  -0.1080
C -7.173 0.360 1.661  -0.1061
C 2.100 3.159 1.798  -0.2101
C -3.593 1.649 -2.776  -0.2635
C 4.593 -0.906 1.998  -0.1908
C -4.516 0.789 -3.378  -0.1099
C 1.193 5.370 0.459  -0.1899
C -2.537 5.315 1.292  -0.1107
C 5.645 0.184 2.289  -0.1890
C -2.728 2.374 -3.607  -0.1281
C -5.908 0.446 2.239  -0.1004
C -6.254 1.145 -0.427  -0.1125
C 3.093 2.560 -4.240  -0.1935
C 1.354 4.098 -0.401  -0.1858
C 2.451 5.636 1.280  -0.1984
C -4.590 0.671 -4.764  -0.0933
C -1.945 0.576 -0.273  -0.3191
C -2.594 3.986 0.883  -0.1183
C -2.798 2.257 -4.992  -0.0982
C -3.393 6.008 -0.845  -0.0917
H -2.393 -0.425 -0.444  -0.0548
H 2.395 6.605 1.781  0.1057
H 5.617 0.451 3.348  0.1045
H -0.603 -2.895 2.443  0.1416
H 3.331 3.305 0.048  0.0960
H 0.180 1.993 -4.950  0.0914
H 3.440 -0.431 -0.562  0.0907
H -8.327 0.659 -0.124  0.0977
H 2.247 1.658 -6.020  0.1038
H 4.948 -1.568 1.201  0.1132
H -2.272 3.198 1.564  0.0910
H 0.496 0.346 -4.439  0.1136
H -5.316 0.001 -5.212  0.0981
H 0.368 3.650 -0.570  0.0971
H 3.315 5.683 0.608  0.1099
H -0.347 -4.687 1.271  0.1036
H 3.478 3.127 -2.187  0.0933
H 2.267 0.355 -2.405  0.0997
H -5.178 0.187 -2.762  0.0869
H 2.955 0.456 2.296  0.0926
H 2.553 3.509 -4.322  0.1120
H 4.444 -1.533 2.879  0.1045
H -3.706 6.793 -1.523  0.0976
H -3.793 1.319 -6.652  0.0972
H -5.772 0.189 3.285  0.0946
H -1.986 3.037 -3.166  0.0940
H 5.548 0.439 -0.451  0.1188
H -1.328 -0.677 1.928  0.0703
H -2.189 5.563 2.289  0.0982
H 4.775 1.999 -0.542  0.0745
H 0.115 -0.602 2.744  0.0988
H 4.226 1.610 -2.656  0.1047
H -6.417 1.446 -1.458  0.0883
H 2.484 -1.023 1.479  0.0691
H 4.057 2.709 -4.730  0.1058
H 0.305 -4.602 -0.316  0.0892
H -0.055 1.393 -2.395  0.0640
H 2.593 2.340 2.324  0.0728
H 0.949 6.221 -0.179  0.1111
H 6.342 2.000 1.325  0.1100
H 0.692 2.910 -2.835  0.0995
H 2.812 0.511 -4.822  0.1100
H 1.029 3.061 2.009  0.1110
H -3.836 0.924 1.931  0.0792
H -3.874 4.439 -2.223  0.0909
H 6.647 -0.208 2.096  0.1040
H -2.876 7.365 0.740  0.0971
H -8.020 0.024 2.249  0.0959
H 1.757 4.372 -1.381  0.1018
H -2.119 2.826 -5.619  0.0960
H 3.707 4.404 2.550  0.1002
H 0.349 5.247 1.141  0.0935
H 4.715 2.120 1.955  0.0894
H 2.138 4.767 3.247  0.1072

As for the LUMO energy (alpha / beta): 0.09 / 0.07 eV. The calculation puts the HOMO energy (alpha / beta) at -6.36 / -6.19 eV. For the relative energy (zero: lowest compared OMol25 entry of this formula, charge and spin), the calculation gives 0.0 kcal per mole. Its spin multiplicity is 4. As for the net charge: 0.

Entry 2:
ORCA calculation (ωB97M-V with the def2-TZVPD basis set) on a molecular structure, C38H54CsN6OS3Si.

Last column: Löwdin charge in e.
Cartesian coordinates (Å):
Cs -0.343 0.145 -0.494  0.9709
S 1.368 -2.239 2.563  0.8501
S 4.272 -0.541 1.830  0.8538
S 2.449 -2.008 -0.660  0.7880
Si 1.612 2.888 -3.984  0.5523
O -0.035 1.073 -2.888  -0.5626
N -1.250 -2.707 -1.876  -0.2305
N 0.330 3.783 1.672  0.0251
N 1.102 2.724 1.954  0.0916
N -2.330 0.481 2.062  -0.2378
N -2.203 4.113 -0.093  0.1671
N -2.726 -1.549 0.156  -0.0577
C 4.243 -1.793 -0.672  -0.5380
C -5.787 1.225 0.833  -0.1348
C 1.623 4.278 -2.712  -0.2583
C -2.043 -0.661 2.921  -0.0815
C 2.237 -3.580 0.222  -0.5168
C 1.148 -3.508 1.289  -0.5243
C -3.661 -3.719 0.767  -0.0432
C -3.765 -0.740 0.482  -0.2996
C -5.041 -0.855 -0.110  -0.0499
C -3.566 0.378 1.361  -0.2157
C 0.682 5.313 -2.703  -0.1045
C -2.706 -5.718 -0.175  -0.1387
C 1.548 6.175 -0.629  -0.1205
C -0.701 5.829 2.635  -0.0264
C -1.989 -3.537 -0.976  -0.2078
C 3.990 -1.525 3.323  -0.5470
C -2.111 -1.934 -2.762  -0.0933
C -1.931 -4.921 -1.020  -0.0603
C 3.360 2.693 -4.691  -0.1995
C -2.832 -2.886 -0.015  -0.2840
C 1.186 1.367 -2.833  -0.3988
C 2.511 4.211 -1.629  -0.0989
C 0.405 3.344 -5.374  -0.2003
C 0.885 4.060 3.753  -0.0038
C -0.203 -3.369 -2.624  -0.1191
C -2.577 3.312 -0.827  -0.2421
C -6.025 0.110 0.047  -0.1304
C 1.455 2.881 3.219  -0.3745
C 0.156 4.611 2.720  -0.3187
C -3.587 -5.102 0.700  -0.1309
C -3.040 2.289 -1.751  -0.0470
C 2.301 1.853 3.896  -0.0415
C 2.478 5.144 -0.603  -0.1031
C 4.948 -1.776 0.683  -0.5303
C -2.090 1.722 2.768  -0.1085
C -4.566 1.333 1.499  -0.0625
C 0.645 6.253 -1.681  -0.1060
C 2.995 -2.685 3.238  -0.5241
H 3.382 1.899 -5.443  0.0179
H -4.217 -5.699 1.350  0.0883
H 2.865 -3.085 4.245  0.0699
H -2.890 -1.448 -2.175  0.0681
H -2.660 -0.635 3.835  0.0912
H 1.966 -4.363 -0.489  0.0637
H -6.541 1.992 0.958  0.0841
H 3.743 3.607 -5.152  0.0191
H -0.097 7.043 -1.701  0.0950
H 0.398 -2.613 -3.131  0.0829
H -4.404 2.184 2.147  0.0925
H -5.220 -1.712 -0.751  0.1071
H 1.040 -4.488 1.760  0.0828
H 3.188 -3.880 0.661  0.0538
H 3.409 -3.496 2.639  0.0558
H -1.736 5.558 2.422  0.0674
H 3.227 3.398 -1.578  0.0956
H 4.709 -2.558 -1.298  0.0756
H 0.181 -3.277 0.831  0.0609
H 0.987 4.454 4.751  0.0995
H 4.897 -2.756 1.158  0.0580
H 3.163 5.053 0.232  0.1004
H 0.316 2.519 -6.084  0.0209
H -2.185 1.916 -2.325  0.0509
H 2.768 1.229 3.135  0.0148
H -0.118 3.865 0.772  0.1042
H 4.374 -0.836 -1.181  0.0715
H 0.447 -3.929 -1.955  0.0549
H -0.595 3.530 -4.973  0.0154
H 1.520 6.903 0.173  0.0901
H -3.498 1.473 -1.187  0.0674
H 6.005 -1.564 0.516  0.0685
H 3.643 -0.791 4.053  0.0537
H -4.333 -3.246 1.475  0.1051
H -1.534 -1.156 -3.269  0.0699
H -2.585 -2.576 -3.522  0.0914
H -1.284 -5.407 -1.741  0.0900
H -2.224 2.577 2.106  0.0600
H -0.992 -0.646 3.214  0.0449
H 3.080 2.314 4.507  0.0770
H -0.365 6.487 1.832  0.0638
H -2.632 -6.797 -0.226  0.0800
H -1.061 1.727 3.128  0.0709
H -0.039 5.391 -3.510  0.0878
H -2.756 1.846 3.640  0.0913
H 4.040 2.402 -3.885  0.0149
H -0.593 -4.066 -3.386  0.0868
H 1.697 1.213 4.544  0.0784
H -0.666 6.378 3.574  0.0741
H -6.975 -0.010 -0.462  0.0893
H -3.778 2.709 -2.431  0.0916
H 4.941 -1.912 3.696  0.0736
H -2.232 -1.586 2.382  0.0698
H 0.730 4.232 -5.924  0.0218

As for the LUMO energy: 1.83 eV. The calculation puts the HOMO energy at -2.76 eV. For the relative energy (zero: lowest compared OMol25 entry of this formula, charge and spin), the calculation gives 10.8 kcal per mole. As for the net charge: -1.

Entry 3:
ORCA calculation (ωB97M-V with the def2-TZVPD basis set) on 12 unconnected molecules or ions with the total composition C38H54N2O30.

Last column: Löwdin charge in e.
Cartesian coordinates (Å):
O -2.688 -1.237 1.339  0.0712
O -1.885 4.926 -1.350  0.0593
O -1.489 -3.092 -1.465  0.0443
O -1.853 -1.623 3.412  0.0424
O 1.381 -2.804 -2.968  0.0337
O 3.234 -3.444 -3.941  0.0749
O -1.691 1.624 -6.665  0.0528
O -2.521 2.376 4.708  0.1184
O 4.682 2.098 2.051  0.0784
O 5.536 2.879 0.101  0.1717
O 5.434 0.695 0.484  0.0345
O -5.353 -0.851 -1.872  0.1632
O 2.117 -1.629 -4.735  0.1228
O -4.338 0.255 -3.524  0.0750
O -6.152 1.119 -2.541  0.0721
O -2.346 4.155 -3.356  0.0583
O -1.735 3.305 2.836  0.0849
O 0.470 2.885 -1.813  0.1569
O -0.695 -4.389 0.153  0.1170
O -1.209 3.816 -6.488  0.1422
O -0.288 0.827 -1.641  0.0641
O -4.011 -1.044 3.266  0.0590
O -2.870 -3.853 0.118  0.0761
O -3.221 3.121 -1.573  0.1478
O 6.219 -0.213 -2.572  0.0682
O 0.096 2.276 -5.513  0.0471
O 5.420 -2.153 -1.914  0.1830
O 1.380 1.369 -0.332  0.0443
O 4.028 -0.393 -2.032  0.0172
O -2.291 1.219 2.799  0.0230
N 2.040 -2.944 2.210  0.1413
N 0.651 1.132 3.784  0.2262
C -5.726 2.120 -3.484  -0.1019
C -2.131 -1.107 4.757  -0.0698
C -2.290 1.570 1.388  -0.0673
C 5.221 -1.037 -2.151  -0.5932
C -1.613 -3.787 -0.348  -0.5948
C 0.998 -5.253 3.003  -0.1756
C -1.419 2.769 1.492  -0.0549
C 3.133 -4.266 -2.800  -0.0754
C 1.069 2.745 6.597  -0.2411
C -2.869 -1.292 2.576  -0.4931
C -4.740 1.360 -4.302  -0.1390
C 2.351 1.941 6.834  -0.0990
C 1.621 -4.086 -2.420  -0.0727
C 4.215 1.047 -2.329  -0.0558
C 0.355 -5.178 4.379  -0.2808
C -0.973 2.673 -6.208  -0.5851
C 5.248 2.014 0.841  -0.5721
C 4.855 -0.150 1.474  -0.1069
C 1.012 3.246 5.171  -0.1806
C -3.661 -1.008 4.681  -0.0877
C -1.252 5.070 -3.566  -0.1104
C 0.537 1.811 -1.293  -0.5796
C 1.259 -0.029 -0.126  -0.1095
C -1.235 5.802 -2.262  -0.1107
C -3.686 -3.038 -0.722  -0.1353
C 5.719 1.117 -2.666  -0.0990
C 0.811 2.115 4.295  -0.2503
C 0.043 0.840 -5.330  -0.0681
C -2.786 -2.547 -1.843  -0.0818
C -2.181 2.310 3.544  -0.6568
C 1.597 -3.936 2.587  -0.1974
C -5.279 0.077 -2.606  -0.5740
C 2.277 -2.530 -3.943  -0.5626
C -2.549 3.986 -2.045  -0.5842
C 4.098 0.794 2.389  -0.0707
C -0.362 -6.460 4.703  -0.1055
C -0.845 0.542 -6.566  -0.1472
C 0.095 -0.424 -0.955  -0.0565
H -0.256 -4.271 4.367  0.1065
H 1.485 -4.119 -1.374  0.1085
H -6.505 2.486 -4.131  0.1286
H -0.714 -6.446 5.754  0.0780
H -0.230 5.922 -1.941  0.1248
H -1.554 3.562 0.756  0.1234
H -2.770 -1.469 -1.921  0.1065
H 3.075 0.701 2.213  0.0717
H 2.132 -0.513 -0.512  0.1063
H -0.771 -0.810 -0.455  0.1043
H 0.167 3.896 4.937  0.1216
H 1.973 3.692 4.819  0.1401
H 6.258 1.759 -1.984  0.1118
H 3.252 2.574 6.688  0.0884
H 2.384 1.588 7.865  0.0745
H 3.830 -3.844 -2.099  0.1045
H -5.196 2.902 -2.861  0.1328
H -3.335 1.763 1.039  0.1602
H -1.906 -1.844 5.507  0.1233
H 1.157 -4.948 5.054  0.1034
H 1.094 3.662 7.224  0.1229
H -3.818 1.889 -4.565  0.1262
H 4.111 0.702 3.493  0.1405
H -0.311 4.553 -3.796  0.1231
H -1.547 5.554 -4.496  0.1298
H -1.749 6.762 -2.351  0.1369
H -0.486 0.673 -4.349  0.1384
H 0.276 -5.479 2.269  0.0848
H -1.689 -0.141 4.845  0.0872
H 0.183 2.117 6.733  0.1171
H -4.539 -3.580 -1.129  0.1321
H -1.165 -6.577 3.977  0.0781
H 1.065 0.394 -5.343  0.1207
H 3.429 -5.262 -3.077  0.1286
H 2.395 1.125 6.177  0.0418
H -1.926 0.714 0.849  0.1000
H -2.939 -2.944 -2.879  0.1476
H -4.131 -0.099 5.092  0.1349
H 4.175 -0.836 0.978  0.1120
H 5.832 1.422 -3.709  0.1315
H 0.403 -7.296 4.704  0.0968
H -5.110 0.969 -5.267  0.1409
H 0.359 -1.083 -1.728  0.0969
H 1.802 -5.934 2.966  0.1037
H 1.084 -0.184 0.968  0.1371
H 5.644 -0.785 1.892  0.1374
H 3.502 1.279 -3.116  0.1229
H -4.153 -1.887 5.139  0.1300
H -0.181 0.645 -7.446  0.1451
H -0.352 2.479 1.545  0.1238
H -4.045 -2.146 -0.158  0.1088
H 3.784 1.603 -1.466  0.1175
H 0.982 -4.734 -2.928  0.1155
H -1.426 -0.392 -6.476  0.1444

As for the LUMO energy: 0.57 eV. The calculation puts the HOMO energy at -10.62 eV. For the relative energy (zero: lowest compared OMol25 entry of this formula, charge and spin), the calculation gives 1.3 kcal per mole. As for the SMILES: O=C1OCCO1.O=C1OCCO1.O=C1OCCO1.O=C1OCCO1.O=C1OCCO1.O=C1OCCO1.O=C1OCCO1.O=C1OCCO1.O=C1OCCO1.O=C1OCCO1.CCCC#N.CCCC#N. As for the net charge: 0.

Entry 4:
ORCA calculation (ωB97M-V with the def2-TZVPD basis set) on a molecular structure, C38H54N4P2S4Ti.

Last column: Löwdin charge in e.
Cartesian coordinates (Å):
Ti 0.726 0.450 1.106  0.5164
S 2.689 -0.909 0.707  0.6663
S 3.482 3.687 -2.190  0.7681
S 4.006 2.835 0.707  0.4952
S 1.771 0.578 3.319  0.6345
P -2.225 1.265 -1.543  1.1280
P -0.469 -1.892 1.866  1.0667
N 1.643 2.869 -0.661  -0.1102
N 0.048 -0.577 -0.629  -0.1238
N -0.736 1.411 2.235  -0.1161
N 1.023 2.292 0.467  -0.1929
C -2.209 1.789 4.115  -0.1125
C 0.294 -3.991 -2.106  -0.0586
C -2.616 -1.095 -2.989  -0.1333
C 0.273 -6.307 -1.076  -0.0776
C 0.349 0.205 -1.783  -0.3426
C -3.541 0.908 -4.135  -0.1325
C 3.422 0.010 3.130  -0.7941
C 1.609 0.100 -2.386  -0.0531
C 5.255 -0.996 1.728  -0.1451
C 0.180 -2.788 3.366  -0.5293
C -2.076 3.212 3.985  -0.1303
C -0.079 -2.787 0.347  -0.3236
C -3.025 -1.081 1.096  -0.1407
C 3.827 -0.605 2.011  -0.7831
C -2.725 3.010 -1.963  -0.5938
C 5.077 4.430 -1.820  -0.5006
C 1.431 2.670 -5.170  -0.0730
C -4.166 3.214 -1.490  -0.1479
C -0.632 -3.940 3.957  -0.1302
C -1.793 4.001 -1.270  -0.1202
C 0.190 -4.805 -0.985  -0.3008
C -0.015 -4.166 0.233  -0.0768
C 0.239 -2.610 -2.027  -0.0358
C 0.090 -1.944 -0.790  -0.3580
C -2.335 -2.134 1.957  -0.5231
C -0.198 1.887 -3.424  -0.0677
C 1.638 -3.204 3.188  -0.1240
C -0.571 1.123 -2.315  -0.3084
C -1.524 0.987 3.259  -0.2296
C 1.945 0.862 -3.486  -0.0648
C -0.520 2.799 2.172  -0.3292
C -1.228 3.686 3.046  -0.0662
C 0.385 3.222 1.240  -0.1745
C 2.924 3.055 -0.573  -1.1598
C 1.044 1.773 -4.026  -0.3006
C 4.342 0.375 4.261  -0.1426
C -2.876 -3.509 1.557  -0.1221
C -3.260 0.274 -2.776  -0.5474
H -4.114 0.216 -4.763  0.0679
H -0.191 -4.228 4.916  0.0701
H -3.303 -1.764 -3.518  0.0731
H -4.214 0.119 -2.257  0.0892
H -1.587 -0.085 3.376  0.0580
H -0.137 -4.772 1.126  0.0989
H 0.611 4.268 1.082  0.1194
H -1.963 3.987 -0.190  0.0657
H -0.888 2.622 -3.824  0.0961
H 2.167 2.191 -5.818  0.0680
H -2.603 1.123 -4.655  0.0680
H -4.109 1.836 -4.061  0.0523
H -3.968 -3.506 1.647  0.0714
H 5.598 4.550 -2.772  0.0084
H 4.538 1.452 4.243  0.0719
H 5.735 -1.482 2.583  0.0564
H 3.880 0.146 5.225  0.0541
H -2.818 1.347 4.892  0.0757
H -4.236 3.041 -0.413  0.0714
H 0.489 -6.622 -2.099  0.0616
H 5.296 -1.682 0.883  0.0447
H 2.943 0.781 -3.903  0.1058
H -0.738 3.768 -1.428  0.0523
H -2.834 -1.283 0.041  0.0437
H 5.635 3.768 -1.159  -0.0294
H -2.632 -3.720 0.515  0.0709
H -1.674 -3.675 4.141  0.0565
H -0.612 -4.824 3.315  0.0590
H -4.868 2.537 -1.984  0.0521
H -2.591 -1.949 3.008  0.0915
H -2.617 3.880 4.644  0.0782
H 0.433 -4.449 -3.081  0.0998
H -0.665 -6.786 -0.775  0.0664
H -2.325 -1.574 -2.053  0.0472
H -1.709 -0.996 -3.589  0.0726
H 2.262 -2.354 2.923  0.0130
H -1.981 5.017 -1.633  0.0739
H -4.493 4.241 -1.688  0.0692
H 5.301 -0.146 4.200  0.0521
H -2.674 -0.069 1.286  0.0303
H 5.842 -0.111 1.460  0.0702
H -2.695 3.187 -3.041  0.0760
H 0.177 -1.968 4.095  0.0809
H 0.562 2.937 -5.777  0.0657
H -2.492 -4.328 2.161  0.0466
H 0.340 -2.032 -2.933  0.0979
H -4.109 -1.118 1.255  0.0771
H 1.878 3.593 -4.790  0.0505
H 2.336 -0.570 -1.947  0.0753
H 1.744 -3.962 2.407  0.0694
H 1.062 -6.708 -0.434  0.0688
H 2.005 -3.627 4.130  0.0756
H 4.971 5.401 -1.336  0.0177
H -1.049 4.748 2.922  0.1020

As for the LUMO energy (alpha / beta): 4.27 / 4.27 eV. The calculation puts the HOMO energy (alpha / beta) at -0.29 / -0.32 eV. For the relative energy (zero: lowest compared OMol25 entry of this formula, charge and spin), the calculation gives 14.3 kcal per mole. As for the net charge: -2.